{
  "formula": "C58H163CoN9O29",
  "method": "the ωB97M-V functional and the def2-TZVPD basis",
  "orbital_gap_ev": [8.684, 8.842],
  "s_squared": 3.757,
  "multiplicity": 4,
  "total_charge": 0,
  "symbols": ["Co", "C", "C", "O", "H", "H", "H", "H", "H", "C", "C", "O", "H", "H", "H", "H", "H", "C", "C", "O", "O", "H", "H", "H", "H", "H", "H", "C", "C", "O", "O", "H", "H", "H", "H", "H", "H", "C", "C", "O", "O", "H", "H", "H", "H", "H", "H", "C", "C", "O", "O", "H", "H", "H", "H", "H", "H", "C", "C", "O", "O", "H", "H", "H", "H", "H", "H", "C", "C", "O", "O", "H", "H", "H", "H", "H", "H", "C", "C", "O", "O", "H", "H", "H", "H", "H", "H", "C", "C", "O", "O", "H", "H", "H", "H", "H", "H", "C", "C", "O", "O", "H", "H", "H", "H", "H", "H", "C", "C", "C", "O", "C", "N", "H", "H", "H", "H", "H", "H", "H", "H", "H", "H", "H", "C", "C", "C", "O", "C", "N", "H", "H", "H", "H", "H", "H", "H", "H", "H", "H", "H", "C", "C", "C", "O", "C", "N", "H", "H", "H", "H", "H", "H", "H", "H", "H", "H", "H", "C", "C", "C", "O", "C", "N", "H", "H", "H", "H", "H", "H", "H", "H", "H", "H", "H", "C", "C", "C", "O", "C", "N", "H", "H", "H", "H", "H", "H", "H", "H", "H", "H", "H", "C", "C", "C", "O", "C", "N", "H", "H", "H", "H", "H", "H", "H", "H", "H", "H", "H", "C", "C", "C", "O", "C", "N", "H", "H", "H", "H", "H", "H", "H", "H", "H", "H", "H", "C", "C", "C", "O", "C", "N", "H", "H", "H", "H", "H", "H", "H", "H", "H", "H", "H", "C", "C", "C", "O", "C", "N", "H", "H", "H", "H", "H", "H", "H", "H", "H", "H", "H"],
  "positions_angstrom": [[1.709458, 2.272889, -2.297874], [2.013486, 3.464239, -5.779536], [1.142679, 2.313210, -5.302773], [0.664262, 2.258470, -3.961500], [2.855932, 3.587757, -5.166999], [1.504186, 4.500330, -5.876136], [2.305942, 3.301623, -6.842409], [1.552025, 1.340308, -5.552511], [0.253795, 2.249546, -5.899066], [0.769102, -0.015630, 1.042355], [0.326386, 1.116749, 0.150089], [1.038570, 0.881918, -1.049668], [0.055758, 0.060198, 1.931327], [1.795490, -0.021545, 1.327103], [0.603124, -0.984719, 0.529487], [0.540802, 2.139583, 0.604621], [-0.781345, 1.032104, 0.041326], [4.235804, -4.617804, -2.706617], [5.019381, -3.621732, -1.832117], [4.127269, -2.955992, -0.928728], [3.431375, -3.889946, -3.582372], [3.702245, -5.288257, -2.058769], [5.019970, -5.241102, -3.215571], [5.701595, -2.976288, -2.414114], [5.799726, -4.175247, -1.219881], [3.477542, -2.448802, -1.435087], [2.897159, -4.470610, -4.126712], [4.536233, 4.100360, 2.218567], [4.900818, 2.670649, 1.935097], [4.015865, 1.788380, 2.599836], [3.434954, 4.453698, 1.395411], [5.365486, 4.779377, 2.054514], [4.230816, 4.225165, 3.255129], [5.899710, 2.469620, 2.300197], [4.829259, 2.474543, 0.839406], [3.095155, 1.910707, 2.315261], [2.717883, 4.730881, 2.034759], [1.067792, -1.141408, -3.330615], [-0.450657, -1.017822, -3.117073], [-1.104232, 0.210646, -3.520791], [1.858291, -1.256108, -2.169313], [1.410852, -0.296963, -3.986468], [1.232686, -2.031101, -3.918069], [-0.629766, -1.152136, -2.097765], [-1.096682, -1.783804, -3.577917], [-0.456264, 0.928805, -3.726945], [1.536601, -0.515573, -1.595527], [2.678044, 1.661834, 6.333826], [1.534039, 2.619034, 5.970945], [1.028448, 2.394114, 4.680106], [3.893346, 1.888756, 5.604224], [2.304817, 0.603054, 6.318773], [2.823094, 1.842694, 7.420447], [1.943175, 3.643298, 5.887612], [0.721217, 2.624736, 6.699487], [0.694928, 1.481168, 4.630464], [3.705813, 1.869314, 4.653681], [6.461452, -1.504825, 1.492518], [5.166479, -1.686366, 2.221780], [5.254423, -1.156002, 3.572832], [7.003876, -0.148407, 1.729833], [6.283539, -1.648744, 0.422594], [7.212005, -2.206230, 1.840266], [4.960114, -2.751048, 2.238474], [4.390226, -1.182691, 1.718061], [5.361787, -0.185780, 3.481038], [7.939567, -0.068053, 1.469144], [-1.322933, -0.528349, -6.755918], [-2.286058, -1.624797, -6.347287], [-2.097759, -2.737472, -7.151212], [-1.643058, 0.656920, -6.086908], [-1.469466, -0.454510, -7.809543], [-0.238975, -0.811738, -6.601904], [-3.310079, -1.247715, -6.386009], [-1.984512, -1.800458, -5.326146], [-2.934753, -3.141855, -7.322257], [-1.431171, 0.490827, -5.145869], [-2.856144, 3.152911, 2.722929], [-2.558860, 1.734216, 3.181326], [-2.428864, 0.889269, 2.034545], [-1.778234, 3.518968, 1.873700], [-2.834597, 3.779580, 3.622477], [-3.753725, 3.253625, 2.173603], [-3.358132, 1.487694, 3.865576], [-1.663304, 1.696429, 3.801358], [-3.240917, 0.433346, 2.011393], [-1.815758, 2.895544, 1.126933], [-1.290383, -5.474271, 3.223141], [-2.103425, -6.800938, 3.095388], [-1.487872, -7.726087, 2.191985], [-1.253833, -4.920749, 1.947592], [-0.306487, -5.735196, 3.674844], [-1.747263, -4.659776, 3.890604], [-3.089400, -6.548483, 2.740147], [-2.158360, -7.299742, 4.014929], [-1.019313, -8.299059, 2.836936], [-0.681543, -5.381205, 1.268104], [4.089476, -2.843572, 6.650364], [5.142444, -1.938239, 7.147591], [6.280644, -1.742033, 6.313616], [3.332088, -2.393535, 5.529464], [3.362167, -3.112701, 7.405636], [4.566723, -3.818593, 6.353581], [5.604366, -2.379513, 7.987687], [4.721867, -1.001351, 7.483583], [6.023425, -1.464264, 5.421411], [3.853007, -1.779912, 4.996060], [-0.203538, -7.027458, -6.387570], [0.375919, -5.774086, -5.724651], [-0.575510, -5.082581, -4.756664], [-1.040729, -6.054631, -3.857558], [-1.855243, -5.615699, -2.743089], [1.652088, -6.007209, -5.059787], [-0.469501, -7.912670, -5.676271], [0.493913, -7.402797, -7.084756], [-1.154446, -6.832959, -6.953243], [0.511934, -5.003394, -6.510859], [-1.311478, -4.695944, -5.430825], [-0.004725, -4.340964, -4.217283], [-2.414969, -4.705842, -2.958367], [-1.221646, -5.388608, -1.892095], [-2.455139, -6.513908, -2.544055], [2.096306, -6.731018, -5.663230], [1.469681, -6.521342, -4.150730], [-6.607981, 0.981644, -2.632361], [-5.247813, 0.750153, -3.138294], [-4.705198, -0.577022, -2.673915], [-4.948362, -0.829664, -1.304357], [-3.828430, -0.510577, -0.554302], [-5.229666, 0.818667, -4.617361], [-6.676602, 1.093135, -1.541020], [-7.249554, 0.110764, -2.747630], [-7.095640, 1.887410, -3.064202], [-4.565926, 1.539837, -2.794799], [-3.616607, -0.582592, -2.952414], [-5.211839, -1.379804, -3.229085], [-3.433874, 0.481987, -0.677326], [-2.940466, -1.151152, -0.730986], [-3.998797, -0.710170, 0.530636], [-5.357704, 1.778211, -4.898133], [-4.313251, 0.593488, -4.912562], [-0.009860, -3.056034, 6.297476], [-0.733119, -2.185976, 5.285263], [-1.703445, -1.284934, 5.992798], [-2.625168, -2.108886, 6.645047], [-3.733591, -1.507284, 7.200231], [0.165576, -1.310690, 4.447131], [-0.677555, -3.287277, 7.106445], [0.767495, -2.368259, 6.707157], [0.412923, -3.979466, 5.787428], [-1.397361, -2.849339, 4.711703], [-2.232191, -0.537633, 5.377721], [-1.155068, -0.602804, 6.760501], [-4.584411, -2.170020, 7.152353], [-4.024613, -0.520293, 6.831681], [-3.555110, -1.242646, 8.272871], [-0.151948, -1.378959, 3.481461], [1.106297, -1.620718, 4.425442], [0.909286, 5.498015, -2.899940], [1.072773, 5.106993, -1.463302], [-0.227278, 4.655312, -0.702187], [-0.717474, 3.388783, -1.112841], [-1.777907, 3.353362, -2.124720], [2.119462, 4.057228, -1.315086], [1.755454, 6.131848, -3.196256], [-0.041250, 6.047405, -3.074787], [0.921224, 4.673513, -3.624494], [1.515555, 5.910947, -0.863394], [-0.934030, 5.489839, -0.839195], [0.127585, 4.459779, 0.350656], [-2.215026, 2.341349, -2.159266], [-1.416723, 3.757497, -3.086579], [-2.600750, 4.044846, -1.778312], [2.310738, 3.967289, -0.334637], [2.960640, 4.477685, -1.728236], [-7.125805, 1.129915, 2.240046], [-6.521272, 0.124415, 1.360398], [-5.950738, -1.139164, 1.980739], [-4.759888, -0.622704, 2.625448], [-3.936924, -1.751302, 2.986440], [-7.684582, -0.372510, 0.561088], [-7.926939, 0.639980, 2.850505], [-7.618063, 1.975256, 1.765466], [-6.380004, 1.522866, 2.930615], [-5.723519, 0.509477, 0.690001], [-5.689947, -1.876443, 1.102152], [-6.640188, -1.612560, 2.762159], [-3.045242, -1.310990, 3.277734], [-3.789395, -2.481607, 2.117221], [-4.340323, -2.361064, 3.798834], [-7.303448, -1.082343, -0.060380], [-8.005743, 0.381025, -0.000556], [4.321487, 0.543466, -0.432160], [4.645177, 1.371971, -1.624631], [5.946836, 1.124898, -2.278926], [6.125120, 2.162887, -3.211056], [7.288025, 2.186867, -3.982983], [3.588442, 1.199695, -2.672121], [3.385698, 0.809748, 0.023440], [5.114938, 0.636277, 0.342286], [4.293309, -0.450428, -0.742009], [4.630801, 2.413474, -1.257231], [6.065116, 0.136122, -2.722650], [6.765506, 1.144977, -1.494932], [7.484189, 1.137433, -4.320325], [8.249256, 2.280772, -3.425247], [7.230525, 2.933579, -4.752293], [3.153108, 0.247340, -2.550585], [3.947277, 1.294290, -3.635648], [1.380975, -8.472143, 0.556137], [1.211333, -7.664105, -0.704847], [1.723070, -6.197580, -0.630110], [0.943905, -5.424107, 0.222630], [1.527429, -4.122148, 0.405019], [2.006892, -8.421358, -1.705120], [2.424553, -8.629920, 0.799295], [1.138528, -9.571763, 0.418439], [0.889959, -8.113581, 1.420095], [0.139857, -7.710688, -1.019324], [1.594683, -5.739620, -1.583213], [2.794286, -6.237416, -0.380328], [1.463486, -3.580311, -0.548188], [2.547697, -4.155317, 0.715323], [0.798531, -3.543783, 1.007755], [1.863619, -9.396739, -1.497135], [1.684433, -8.237628, -2.610733], [-5.780500, 4.487877, -1.493232], [-5.267290, 5.702654, -2.317193], [-5.322795, 5.334052, -3.858662], [-4.370058, 4.276710, -4.165442], [-4.211632, 4.179085, -5.570221], [-6.166614, 6.791579, -2.001545], [-5.337461, 3.619139, -1.885367], [-6.881629, 4.390643, -1.462342], [-5.421961, 4.613326, -0.409247], [-4.298288, 5.985321, -1.873236], [-5.067881, 6.209224, -4.502899], [-6.384144, 5.059826, -4.052503], [-5.168170, 3.941162, -6.018062], [-3.469077, 3.489348, -5.916282], [-3.995240, 5.192100, -5.964428], [-7.099338, 6.416445, -2.157575], [-6.060646, 7.603120, -2.620493], [2.232446, 7.360783, 3.589082], [1.099966, 6.358698, 3.644537], [0.088108, 6.681156, 2.621590], [-0.570286, 7.962239, 2.810990], [-1.431608, 8.098570, 3.893515], [1.701134, 5.009460, 3.500229], [2.686706, 7.653305, 4.532207], [1.938655, 8.228023, 2.972879], [3.045557, 7.033519, 2.967597], [0.750103, 6.477312, 4.678318], [-0.738719, 5.887225, 2.512632], [0.556182, 6.829784, 1.683503], [-1.010954, 8.430996, 4.835421], [-2.069896, 7.195284, 4.057700], [-2.076106, 8.938156, 3.645695], [2.285454, 4.893877, 4.275932], [1.045636, 4.236762, 3.624341]],
  "atomic_forces_ev_per_a": [[-0.8, -0.9, -0.1], [-1.7, 1.3, -1.6], [-1.3, -0.5, 0.4], [0.9, 0.6, 0.2], [1.5, 0.2, 0.8], [0.4, -1.7, 0.6], [0.1, -0.3, 0.8], [1.1, -0.3, 0.0], [-0.7, 0.5, -0.7], [-2.6, -0.3, 1.4], [0.8, -0.3, -0.5], [0.0, 1.5, -0.5], [1.2, -0.5, -0.6], [0.9, 0.4, 0.4], [-0.2, 0.5, 0.2], [-0.2, -1.1, -0.4], [0.6, 0.2, -0.2], [2.3, 0.2, -0.1], [0.4, -1.0, 0.8], [1.0, 0.1, -0.2], [0.0, 0.6, 0.1], [-0.5, -0.2, 0.3], [-0.6, 0.4, 0.0], [-0.8, 0.3, -0.2], [-1.3, 0.3, -0.3], [-0.2, 0.0, -0.3], [-0.4, -0.6, -0.3], [-0.4, 0.1, -0.3], [-0.4, 0.3, -0.5], [-0.3, -0.7, 0.5], [-0.6, 0.3, 0.3], [0.3, 0.1, -0.3], [0.2, -0.2, 0.3], [0.2, -0.3, 0.0], [0.4, 0.5, 0.8], [0.4, 0.2, -0.1], [0.2, -0.1, -0.3], [-0.2, 0.2, -1.5], [-0.7, 0.6, -1.0], [0.5, -0.3, 0.0], [-0.1, -0.2, -0.1], [-0.3, -0.4, 0.5], [0.3, -0.4, -0.2], [-0.2, 0.0, 2.0], [0.9, -0.2, -0.2], [0.5, 0.2, 0.6], [-0.1, 0.4, 0.6], [-0.6, 0.0, 0.9], [1.0, 0.4, -0.4], [-0.5, -0.8, -0.8], [-1.0, -0.2, 0.7], [0.4, 0.6, -0.5], [0.6, 0.0, -0.6], [-0.1, -0.4, 0.5], [0.1, -0.2, 0.3], [0.0, 0.1, -0.1], [0.0, -0.1, -0.1], [1.5, 1.2, -0.3], [1.0, 0.4, 1.3], [-0.2, 0.1, -0.4], [-0.5, -0.5, -0.3], [0.0, -0.1, 0.0], [0.1, -0.3, 0.1], [-0.2, -0.1, 0.3], [-1.1, 0.6, -0.6], [-0.1, -0.7, 0.0], [-0.7, -0.5, 0.1], [0.5, -0.4, 0.0], [0.6, 1.0, 0.8], [0.7, -0.8, -0.5], [-0.1, 0.3, -0.3], [0.1, 0.7, -1.0], [-1.0, 0.0, 0.0], [0.0, 0.1, 0.0], [-0.5, -0.7, 0.7], [-0.6, -0.4, -0.2], [-0.3, 0.1, 0.0], [2.4, -0.6, 0.7], [-0.4, 0.6, -0.1], [1.4, 1.1, 1.0], [0.0, 0.5, -0.4], [-0.1, 0.3, -0.3], [-1.4, -0.1, -0.3], [-0.6, -0.9, 0.0], [0.4, 0.2, -0.4], [-1.8, -1.1, -0.4], [0.2, 0.2, 0.2], [-0.5, -0.7, 0.4], [0.4, 1.5, -0.4], [0.6, -0.2, 1.1], [0.8, 0.6, -1.5], [-0.2, 0.3, -0.5], [0.3, -1.5, -0.8], [-0.4, 0.0, -0.2], [-0.5, -0.4, 1.7], [-0.2, 0.2, -1.2], [-0.5, 0.2, 1.4], [-0.1, -2.0, -1.5], [0.8, 0.8, -0.2], [-0.4, 0.0, -0.5], [-0.2, 0.5, 0.2], [-0.1, 0.2, 0.5], [-0.2, 0.7, 0.2], [0.1, -0.7, 1.3], [-0.2, 0.6, -0.1], [-0.1, -0.1, 0.1], [0.2, -0.1, -0.2], [-2.1, -0.9, 1.3], [-0.6, 0.6, 0.0], [0.8, -1.3, -0.2], [-0.6, 0.0, 0.6], [0.8, -0.7, -0.9], [0.6, -1.9, 0.4], [0.6, 1.8, -0.9], [0.9, -0.5, -0.9], [0.8, 0.1, 0.5], [0.3, -0.5, 0.2], [-1.1, 0.7, 0.2], [0.0, 0.8, 0.0], [-0.4, -0.2, -0.3], [0.2, -0.1, 0.3], [-0.2, 0.7, 0.3], [0.2, 0.7, 0.8], [0.1, 0.8, -1.3], [-2.0, 0.8, 1.1], [1.0, 0.9, -0.7], [0.4, -0.6, -1.2], [0.3, 0.1, -0.3], [1.6, -1.2, 2.0], [-1.0, -0.5, 0.7], [0.6, 0.3, -0.2], [-0.2, -0.1, -0.7], [0.3, -0.7, 0.1], [-0.1, 0.0, 0.5], [-0.7, -0.3, 0.5], [0.1, 0.2, 0.0], [-0.2, 0.9, -0.1], [-0.4, -0.1, -0.6], [-0.3, 0.5, -1.0], [-0.2, 0.3, 0.0], [1.2, -0.3, -0.6], [1.4, 0.5, -0.9], [-0.1, 0.4, -0.6], [0.4, 2.0, 1.8], [-0.1, -0.6, -0.6], [-0.3, 1.2, 2.0], [-1.8, -0.4, 0.0], [-0.3, -0.5, 0.2], [0.0, -1.0, -0.1], [-0.3, 1.2, 0.9], [0.4, 0.2, -0.5], [0.2, -0.4, -0.4], [-0.5, -1.1, -0.9], [-0.2, -0.2, -0.1], [0.2, -0.1, -0.9], [0.0, -0.5, -0.3], [0.0, 0.2, 0.2], [1.1, -0.6, 0.4], [-0.2, 0.6, -1.0], [-0.4, -0.8, 1.2], [1.6, -0.4, -0.3], [-0.7, 0.0, -0.9], [-0.3, 1.6, 1.1], [0.0, 0.1, -1.4], [-0.3, 0.1, 0.0], [0.7, -0.1, 0.2], [-0.2, -0.2, 0.6], [-0.7, 0.6, -0.2], [-0.2, -0.4, 0.5], [-0.8, 0.7, -0.7], [0.7, 0.3, -0.2], [-0.1, -0.7, 0.3], [0.6, -0.6, -0.3], [0.4, -0.2, 0.7], [-0.1, -0.4, 0.3], [-0.4, 0.4, 2.5], [-1.5, -1.5, -2.4], [0.2, 0.6, 0.2], [-0.2, -2.5, -0.1], [-1.3, -1.0, -1.3], [1.1, -0.8, 0.4], [0.6, 0.3, -0.4], [0.2, 0.0, -0.5], [0.0, 0.2, 0.2], [-0.4, 0.2, 0.5], [-0.4, 1.1, 1.8], [0.9, 0.5, -1.2], [2.0, 0.4, 0.6], [0.0, 1.2, 0.9], [-0.3, 0.3, 0.1], [-0.3, 0.1, -0.3], [-0.5, 0.6, -0.7], [1.4, 0.5, 1.0], [-1.3, 1.0, -0.7], [2.6, 0.2, 1.2], [-0.5, 0.8, -0.1], [1.5, -2.6, 0.9], [-1.1, -0.5, 0.2], [-0.5, 0.2, 0.0], [-0.5, -0.1, -0.6], [-0.2, -2.0, -0.2], [0.1, 0.0, -0.6], [-0.4, -0.2, -0.4], [-0.6, 0.2, -0.6], [-0.5, 0.7, -0.9], [-0.7, 0.8, 0.3], [-0.2, 0.1, -0.3], [0.7, 0.9, -0.4], [-0.1, 0.0, 0.9], [0.6, -1.9, -0.1], [-0.3, -0.5, -0.6], [-0.4, -1.7, -0.1], [0.3, 0.4, 1.4], [-2.4, 0.5, -1.0], [0.5, 0.6, 1.5], [0.6, 0.7, 0.1], [-0.6, 1.2, -0.1], [-0.7, 0.5, 0.7], [0.5, 0.5, 0.4], [0.3, 0.2, -1.4], [-0.2, 0.2, 0.2], [0.4, -0.2, -0.2], [0.6, 0.0, 0.6], [0.8, -0.5, 0.4], [0.1, -0.2, -0.3], [-0.5, 0.2, -1.6], [0.5, 1.6, 1.8], [-0.6, -0.9, -0.1], [1.2, 0.1, 1.0], [-0.7, 0.5, 0.2], [-0.8, 1.6, -0.1], [-0.6, 0.5, -0.5], [0.4, -1.4, -0.4], [0.5, 0.1, -0.3], [-0.6, -0.2, -1.5], [0.1, -0.3, -1.0], [-0.2, -0.3, 0.5], [0.6, -0.2, -0.2], [-0.4, -0.4, -0.3], [0.5, -0.5, 0.4], [0.3, -0.4, 0.0], [-0.1, 0.5, 0.1], [0.1, -0.4, 0.3], [0.5, 1.2, -1.3], [1.5, -0.2, 1.8], [-3.3, -0.2, 0.1], [1.1, -0.7, -0.2], [-1.3, -0.2, 0.1], [-1.5, 0.1, -1.4], [-0.3, 0.1, 0.1], [-0.2, 0.2, 0.9], [0.6, -0.9, -0.2], [-0.9, -0.2, -0.2], [1.2, 0.8, 0.2], [0.6, -0.2, -1.1], [0.8, -0.4, 0.3], [0.5, 0.5, -0.1], [-0.4, -0.1, -0.2], [1.4, -0.1, 1.2], [-0.3, 0.2, -0.3]],
  "mulliken_charge": [-0.119, -1.528, -0.553, 0.050, 0.280, 0.243, 0.410, 0.224, 0.399, 0.145, 2.063, 2.576, -0.825, -0.401, -0.160, -1.053, -0.943, 0.015, -0.739, 0.211, -0.419, -0.187, 0.435, 0.370, 0.410, -0.243, 0.309, -0.958, 0.512, 0.631, -0.530, 0.363, 0.188, 0.297, -0.636, -0.422, 0.298, -1.029, 0.510, 0.965, -0.003, -0.435, 0.710, 0.106, -0.129, -0.431, -1.098, -0.046, -0.746, 0.245, -0.589, 0.036, 0.430, 0.191, 0.336, -0.125, 0.215, -0.525, 0.643, -0.544, -0.536, 0.193, 0.519, 0.470, -0.697, 0.246, 0.255, -0.561, 0.346, -0.530, -0.568, 0.524, 0.077, 0.433, -0.354, 0.359, 0.265, -0.888, 0.277, 0.465, 0.015, 0.445, 0.219, 0.434, -0.176, -0.360, -0.228, 0.437, -1.020, -0.456, -0.153, 0.148, -0.182, 0.248, 0.534, 0.329, 0.268, -0.267, -0.712, -0.553, -0.214, 0.380, 0.199, 0.466, 0.193, 0.469, 0.173, -1.440, 0.067, -0.642, -0.390, -0.533, -0.376, 0.194, 0.498, 0.344, 0.389, 0.457, 0.420, 0.322, 0.058, 0.272, 0.277, 0.061, -1.314, 2.851, -0.849, -0.197, -0.341, -0.949, -0.145, 0.386, 0.361, -1.033, -0.284, 0.505, 0.217, 0.338, -0.338, 0.189, 0.294, -1.060, 1.873, -0.013, -0.369, -0.855, 0.375, 0.455, 0.123, 0.227, -1.241, -0.361, 0.265, 0.303, 0.293, 0.300, -0.210, 0.006, -1.366, 0.580, -1.002, 0.807, -0.096, 0.260, 0.392, 0.307, -0.060, 0.457, 0.533, -0.034, -0.314, 0.064, 0.105, -0.594, 0.295, -1.858, 2.143, -1.099, -0.219, -0.423, -0.793, 0.369, 0.432, 0.306, -0.465, 0.164, 0.435, -0.104, 0.221, 0.323, 0.333, 0.340, -0.926, 1.483, -1.269, -0.267, -0.833, -0.002, -0.177, 0.620, -0.145, -0.286, 0.443, 0.431, 0.306, 0.290, 0.264, -0.541, 0.388, -1.681, 0.893, -0.680, -0.350, -0.062, -0.715, 0.465, 0.453, 0.182, 0.006, 0.096, 0.368, -0.148, 0.496, -0.059, 0.266, 0.191, -0.437, 0.619, -0.844, 0.169, -1.012, -0.725, -0.439, 0.505, 0.118, -0.010, 0.391, 0.274, 0.452, 0.142, 0.302, 0.300, 0.261, -1.614, 0.817, -0.426, -0.494, -0.632, -0.153, 0.354, 0.389, 0.393, 0.420, -0.035, 0.163, 0.280, 0.215, 0.282, 0.217, -0.302]
}